1.
89
Properties=species:S:1:pos:R:3:mulliken_charge:R:1 method="wB97M-V/def2-TZVPD" charge=+4 energy_ev=-154251.1650 e_lumo_ev=-9.577 spin_multiplicity=1
Pb -2.6825 1.0598 -0.8764 1.436
Sb -3.7445 3.2453 3.7851 1.151
Br -4.1025 -1.3382 -0.0543 -0.127
P -2.4965 -0.6030 -2.9955 0.273
F -3.4220 -2.3289 -5.1503 -0.324
F 3.9363 -0.7227 -1.3244 -0.369
F -6.2547 -5.2157 -2.7351 -0.224
F -5.1103 -4.4558 -5.1050 -0.236
F -5.7722 -3.7425 -0.4832 -0.287
O -2.5388 2.0181 1.6440 -0.968
O -2.0230 2.1322 3.7603 -0.751
O -0.5705 0.6669 0.0066 -1.186
N 5.6311 -0.5178 0.9968 0.208
N 1.6366 0.6284 3.4770 0.065
N 8.2984 -1.5199 1.3827 -0.097
C 0.0829 0.7243 1.0858 1.515
C 2.4393 -1.1202 4.9838 -1.066
C 0.5106 -1.2842 -5.6816 -0.772
C -3.7387 3.4260 5.9070 -1.059
C -0.6244 -0.7501 -5.0928 -0.211
C -1.7305 1.7612 2.5458 1.179
C -5.1960 -3.4326 -1.6314 0.389
C -2.8059 1.9320 -3.9437 -0.278
C 7.3400 -2.1948 0.4712 -0.900
C 6.5799 0.1525 1.8691 -0.663
C -5.2411 1.8923 3.0673 -0.957
C 3.6271 0.0726 2.2016 -0.810
C -0.4276 1.1458 2.3625 -0.656
C 7.5491 -0.8608 2.4817 -0.728
C -4.7547 2.8438 -5.0116 -0.676
C -3.4112 0.6666 -3.9279 0.865
C 6.3307 -1.1887 -0.0854 -0.650
C 2.2632 0.3524 2.2703 -0.153
C -0.4130 -2.3583 -3.2904 -0.669
C -4.3331 -2.3463 -1.6873 -0.205
C -5.4512 -4.1825 -2.7870 0.553
C 2.3038 0.3803 4.7500 -0.771
C 0.3754 1.0136 3.4892 0.046
C -3.2222 5.0240 2.7025 -1.048
C 1.1854 -2.3378 -5.0832 -0.523
C 1.4781 0.3439 1.0926 1.022
C -1.0800 -1.2909 -3.8957 0.854
C -3.4763 3.0096 -4.4937 -0.874
C 4.2842 -0.2737 1.0124 -0.394
C -5.3569 1.5947 -4.9807 -0.669
C 0.7133 -2.8837 -3.8963 -0.788
C -3.6912 -1.9797 -2.8628 -0.018
C -3.9816 -2.7159 -4.0120 0.276
C -4.8528 -3.8052 -3.9956 0.224
C 3.4378 -0.3647 -0.1312 0.000
C 2.1100 -0.0377 -0.1008 -0.560
C -4.6997 0.5071 -4.4305 -0.815
H -5.0406 0.9287 3.5331 0.356
H 6.0832 0.7163 2.6558 0.401
H 7.1509 0.8777 1.2727 0.320
H 7.8746 -2.6530 -0.3616 0.443
H -1.1572 0.0578 -5.5716 0.457
H -6.2155 2.2579 3.3728 0.459
H 0.8642 -0.8805 -6.6158 0.459
H -3.4187 4.8825 1.6432 0.320
H -5.1896 -0.4544 -4.4036 0.390
H 2.8894 -1.2980 5.9540 0.405
H -2.8243 3.9297 6.2165 0.372
H 8.9865 -2.1888 1.7540 0.365
H -0.7867 -2.7814 -2.3646 0.430
H -3.7815 2.4250 6.3372 0.369
H 1.4625 -1.5959 4.9763 0.345
H -0.0512 1.2598 4.4530 0.511
H 8.8316 -0.8144 0.8532 0.392
H -3.0062 3.9796 -4.5186 0.475
H 1.2157 -3.7239 -3.4416 0.477
H 6.8370 -2.9802 1.0364 0.360
H -1.7822 2.0437 -3.5899 0.625
H 4.2048 0.1259 3.1075 0.363
H -4.6075 3.9907 6.2314 0.429
H -2.1705 5.2416 2.8789 0.374
H 1.5424 -0.0563 -1.0197 0.712
H 2.0728 -2.7445 -5.5440 0.453
H 6.8542 -0.4523 -0.7107 0.359
H 3.2689 0.8880 4.7682 0.355
H -5.1801 1.8280 1.9834 0.227
H 7.0005 -1.6311 3.0298 0.378
H -5.2768 3.6852 -5.4411 0.449
H -3.8384 5.8294 3.0961 0.446
H 3.0512 -1.5970 4.2248 0.359
H 1.6989 0.8121 5.5471 0.433
H 5.6443 -1.7419 -0.7230 0.447
H -6.3468 1.4596 -5.3871 0.467
H 8.2345 -0.3654 3.1716 0.447

=====

2.
82
Properties=species:S:1:pos:R:3:mulliken_charge:R:1 method="wB97M-V/def2-TZVPD" energy_ev=-117636.6602 e_lumo_ev="-0.260 / -0.257" spin_multiplicity=1 de_lowest_kcal_mol=184.5
Ca 0.1716 1.9099 -0.2517 2.078
Cl -2.9583 1.2239 5.5219 -0.136
Cl -2.0209 -1.4935 5.0829 -0.140
Cl -0.0684 0.5581 5.6365 -0.141
P 2.5467 -0.0789 1.2881 2.266
P -1.8163 -0.7838 0.7386 0.667
O -1.4784 -0.3789 2.3948 0.071
O -1.0963 1.8572 3.0166 -0.570
C 4.1079 -0.9956 1.3888 0.140
C 6.1967 -2.8685 1.6433 -0.394
C 0.2346 2.0595 -3.9241 -1.860
C 2.8640 4.0431 1.1715 -0.753
C -4.4253 2.8661 0.0469 -0.597
C -1.1432 -1.0896 -3.5722 -1.014
C 1.1126 0.1384 -2.8607 0.145
C 3.2554 3.1328 -1.0525 -0.267
C -4.2047 0.4422 0.1279 -0.295
C 6.4821 -1.5269 1.3024 -0.631
C 1.5640 -0.0995 2.7915 -1.636
C -1.4266 0.6938 3.2644 0.077
C 2.7521 1.6302 0.8147 -0.252
C -2.3174 1.8712 -0.5100 -1.504
C 1.2406 -0.6837 0.2172 -0.160
C 3.2274 4.1950 -0.1693 -0.739
C -2.0154 -0.1504 -2.7756 -0.175
C -5.0156 1.5990 0.0634 -0.713
C 3.0239 1.8478 -0.5428 -0.949
C -1.6495 0.2351 4.7763 0.588
C -3.2134 -2.7653 2.0491 0.064
C -1.2810 1.6949 -4.2617 -1.050
C -2.1470 1.1177 -3.1900 -0.190
C -2.6441 -2.4313 0.8087 0.021
C -3.0512 3.0149 -0.1305 -1.667
C -2.7892 0.5978 0.0610 0.886
C 0.4011 -0.6970 -3.8672 -1.432
C -2.7824 -3.3494 -0.2719 -0.285
C 3.8510 -2.3286 1.7801 -0.698
C -3.9612 -3.9284 2.2055 -0.668
C -0.1364 -0.9672 0.1269 -0.806
C 4.8857 -3.2418 1.9513 -0.620
C 0.8593 1.4533 -2.7022 -0.875
C -3.5516 -4.5070 -0.1007 -0.571
C -4.1314 -4.8091 1.1475 -0.558
C 5.4499 -0.5990 1.1166 -0.217
C 2.6758 2.7560 1.6899 0.023
H -0.3166 -1.6311 -0.7731 -0.358
H -1.1530 0.9822 -5.0916 0.324
H -5.0725 3.7140 0.1693 0.397
H 0.8332 0.7195 2.9244 0.193
H 0.9765 -1.0309 2.7562 0.546
H 2.2251 -0.1099 3.6629 0.513
H 0.3342 -0.1633 -4.8358 0.246
H -2.6012 3.9979 -0.0968 0.378
H -4.6385 -0.5660 0.2796 0.322
H -1.1213 -2.1070 -3.1499 0.039
H 2.9514 0.9859 -1.2056 1.090
H 5.7004 0.4157 0.7804 0.386
H 0.3306 3.1605 -3.9073 0.286
H -3.1315 1.6397 -2.9854 0.499
H 7.0019 -3.6062 1.6989 0.361
H 3.5095 5.1727 -0.5473 0.410
H -1.6207 -1.2344 -4.5826 0.597
H -1.6861 1.8922 -1.4484 0.985
H 2.7058 4.9418 1.8080 0.402
H -6.1022 1.4508 0.0854 0.370
H -4.6760 -5.7456 1.2679 0.364
H -1.7630 2.5990 -4.6586 0.452
H 0.8732 1.7891 -4.8186 0.452
H 0.9031 -1.6607 -4.0529 0.543
H 2.8146 -2.6555 1.9643 0.283
H 4.6647 -4.2372 2.3489 0.366
H -2.7683 -0.5941 -2.1316 0.976
H -3.0768 -2.1086 2.9223 -0.182
H 3.4224 3.2693 -2.1210 0.519
H 7.5304 -1.2183 1.2091 0.363
H -4.3967 -4.1514 3.1663 0.455
H 1.4601 2.1100 -2.0678 0.985
H 1.7375 -1.0559 -0.6975 0.146
H 1.9965 -0.3922 -2.5112 0.872
H -3.6923 -5.1859 -0.9482 0.392
H 2.5468 2.6015 2.7760 0.398
H -2.2782 -3.1521 -1.2300 0.167

=====

3.
84
Properties=species:S:1:pos:R:3:mulliken_charge:R:1 method="wB97M-V/def2-TZVPD" charge=-1 energy_ev=-145489.5047 e_lumo_ev=1.586 spin_multiplicity=1
Cs 0.5174 1.7160 -0.3310 1.192
Br -0.9809 1.2735 -3.8080 -0.136
P 0.6617 -1.1263 -2.5279 0.209
Si 0.6034 1.7135 3.2842 -0.062
Si 2.2493 -0.8316 1.4664 -0.536
F 1.5011 -2.7272 -7.4467 -0.306
F 1.3301 -3.2717 -4.8691 -0.343
F -0.5775 1.3998 -6.7889 -0.345
F 0.5769 -0.4036 -8.4398 -0.302
C -3.1477 -2.7043 -2.3196 -0.720
C -0.9065 -1.8892 -1.9211 0.807
C 0.9970 -1.8211 -6.6168 0.133
C 0.9243 -2.0706 -5.2655 0.520
C -3.9444 2.4763 -0.4864 -0.722
C -3.4472 3.6568 -1.0295 0.981
C 1.7995 0.4405 4.0999 0.592
C 4.0622 -0.7048 0.8023 -1.141
C 2.0189 0.5023 5.4812 -0.120
C 1.2323 3.3829 4.0542 -1.333
C -3.4386 -2.5886 -0.9682 -0.657
C -2.1636 5.3933 2.1010 -1.530
C -0.0742 0.2750 -6.2841 0.235
C -2.4563 -2.1547 -0.0891 -0.824
C 4.2575 -2.9619 -2.2655 -0.539
C -0.1185 0.0237 -4.9323 -0.111
C -1.0117 1.4838 4.3331 -1.206
C 2.9132 -0.3389 6.1260 -0.801
C -1.8937 -2.3478 -2.7925 -0.336
C -1.1965 -1.8138 -0.5561 0.101
C 3.6184 -1.2782 5.3849 -0.685
C 3.2328 -2.0550 -2.4654 -0.895
C 1.9400 -2.7424 1.4858 -1.242
C 3.9595 -4.2674 -1.8989 -0.436
C -2.8810 4.5981 -0.1781 -0.828
C -4.4112 0.9462 1.4580 -1.334
C -2.8053 4.3789 1.1941 0.767
C 0.3749 -1.1637 -4.3472 -0.560
C 1.9013 -2.4351 -2.2954 0.819
C -3.5181 3.9073 -2.5140 -1.368
C 2.6374 -4.6587 -1.7511 -0.679
C 0.5092 -0.6360 -7.1418 0.597
C 3.3983 -1.3674 4.0189 -0.155
C 2.4962 -0.5266 3.3538 0.154
C -3.3159 3.1940 1.7085 -0.333
C -3.8857 2.2331 0.8817 0.802
C 1.6108 -3.7502 -1.9443 -0.382
H -2.6625 3.4585 -3.0244 0.083
H 4.7585 -4.9775 -1.7279 0.368
H -1.5498 0.5785 4.0357 0.229
H 0.5544 4.2056 3.8039 0.223
H 2.2231 3.6398 3.6678 0.232
H 4.5403 0.2020 1.1860 0.406
H -5.2720 0.5877 0.8921 0.426
H 3.0618 -0.2641 7.1990 0.354
H 5.2884 -2.6466 -2.3634 0.380
H 4.3296 -1.9384 5.8722 0.377
H 2.4069 -5.6771 -1.4641 0.383
H -0.4235 -1.4931 0.1417 0.281
H 4.0985 -0.6695 -0.2886 0.162
H 1.5110 -3.0892 0.5478 0.193
H 1.2496 -3.0158 2.2901 0.411
H -3.2643 3.0120 2.7756 0.095
H -4.3920 1.7341 -1.1413 0.354
H -0.8035 1.4090 5.4102 0.429
H -1.0828 5.2362 2.1350 0.192
H -1.6840 2.3355 4.1898 0.161
H -2.5383 5.2999 3.1195 0.399
H -3.5132 4.9748 -2.7326 0.394
H -3.6370 0.1764 1.4208 0.047
H 4.6720 -1.5648 1.1178 0.269
H 0.5783 -4.0524 -1.8245 0.495
H -2.3503 6.4086 1.7483 0.438
H -4.7014 1.0757 2.4998 0.403
H 1.3060 3.3430 5.1514 0.380
H -4.4182 3.4655 -2.9421 0.368
H 1.4754 1.2301 6.0794 0.179
H 3.4580 -1.0319 -2.7493 0.354
H -3.9006 -3.0670 -3.0089 0.401
H -4.4266 -2.8394 -0.6022 0.385
H -2.5030 5.5301 -0.5884 0.362
H -2.6702 -2.0813 0.9700 0.558
H 2.8709 -3.3082 1.6428 0.355
H -1.6819 -2.4249 -3.8523 0.383
H 3.9428 -2.1202 3.4533 0.152